# 1
This record from the OMol25 dataset describes a 11-piece molecular cluster, C44H96O11 overall in a non-equilibrium geometry. The level of theory is ωB97M-V/def2-TZVPD.

Values from the calculation:
gap between HOMO and LUMO	9.9	eV
molar mass	801.24	g/mol

```
151
C44H96O11 (ωB97M-V/def2-TZVPD)
C 8.98 6.66 18.58
C 7.42 6.71 18.77
C 7.25 8.24 18.91
O 8.29 8.84 18.13
C 9.37 7.97 17.88
H 9.30 5.80 18.02
H 9.43 6.56 19.55
H 7.04 6.16 19.67
H 6.90 6.41 17.85
H 7.43 8.65 19.92
H 6.25 8.59 18.65
H 10.28 8.41 18.25
H 9.50 7.85 16.80
C 8.32 14.51 18.69
C 7.55 13.20 18.96
C 8.22 12.19 18.03
O 8.90 12.99 17.05
C 9.46 14.04 17.77
H 8.66 15.09 19.54
H 7.69 15.24 18.19
H 6.53 13.31 18.62
H 7.55 12.90 20.01
H 7.57 11.53 17.46
H 8.92 11.60 18.59
H 9.79 14.86 17.11
H 10.35 13.70 18.25
C 17.36 9.23 17.32
C 17.90 10.41 16.57
C 16.97 10.66 15.36
O 16.02 9.56 15.47
C 16.69 8.51 16.15
H 16.60 9.48 18.09
H 18.21 8.68 17.74
H 18.93 10.29 16.20
H 17.92 11.28 17.28
H 17.47 10.66 14.41
H 16.44 11.61 15.42
H 17.47 8.07 15.52
H 15.97 7.79 16.47
C 16.01 15.50 17.02
C 15.12 15.37 18.29
C 15.77 14.18 19.03
O 17.14 14.33 18.72
C 17.11 14.51 17.28
H 16.40 16.54 16.89
H 15.42 15.26 16.08
H 14.10 15.15 18.03
H 15.20 16.28 18.90
H 15.32 13.20 18.70
H 15.70 14.22 20.15
H 16.92 13.55 16.82
H 18.05 14.96 16.96
C 11.25 9.54 22.05
C 10.07 8.85 22.66
C 10.40 7.41 22.42
O 11.03 7.34 21.19
C 11.91 8.44 21.18
H 12.00 9.99 22.72
H 10.91 10.35 21.46
H 9.12 9.16 22.22
H 9.99 9.00 23.75
H 9.56 6.77 22.38
H 11.06 7.07 23.25
H 11.96 8.82 20.15
H 12.97 8.14 21.52
C 7.62 13.64 12.82
C 7.88 12.68 14.01
C 9.36 12.51 13.97
O 9.70 12.58 12.53
C 8.66 13.18 11.79
H 7.97 14.60 13.23
H 6.58 13.65 12.51
H 7.41 11.71 13.83
H 7.55 13.07 14.95
H 9.83 11.62 14.33
H 9.93 13.30 14.47
H 8.22 12.47 11.06
H 9.06 14.03 11.19
C 12.27 11.81 16.13
C 13.45 12.10 17.02
C 13.41 11.03 18.08
O 12.05 10.63 18.18
C 11.65 10.56 16.81
H 12.48 11.69 15.08
H 11.49 12.53 16.17
H 13.42 13.14 17.39
H 14.40 12.02 16.46
H 13.80 11.25 19.09
H 13.95 10.19 17.65
H 10.58 10.57 16.84
H 11.99 9.64 16.30
C 13.08 14.81 14.17
C 12.40 14.67 12.78
O 13.35 14.34 11.81
C 12.71 14.34 10.51
C 13.80 14.12 9.42
H 12.38 14.61 15.02
H 13.84 14.02 14.17
H 13.51 15.81 14.28
H 11.57 13.96 12.81
H 11.94 15.73 12.61
H 11.92 13.56 10.58
H 12.21 15.31 10.38
H 13.38 14.45 8.48
H 14.08 13.08 9.25
H 14.62 14.79 9.74
C 12.80 5.65 15.18
C 12.55 6.36 16.53
O 13.76 6.21 17.25
C 13.70 6.75 18.57
C 14.84 6.17 19.37
H 12.15 6.08 14.44
H 13.81 6.02 14.96
H 12.71 4.60 15.18
H 12.30 7.42 16.33
H 11.68 5.98 17.05
H 13.65 7.83 18.52
H 12.78 6.39 19.06
H 14.75 5.12 19.53
H 14.88 6.60 20.40
H 15.85 6.42 18.95
C 15.57 10.44 21.72
C 15.02 11.78 22.00
O 13.74 12.00 21.36
C 13.08 13.18 21.78
C 11.90 13.37 20.86
H 16.58 10.33 22.04
H 14.89 9.67 22.07
H 15.60 10.30 20.63
H 14.96 11.96 23.11
H 15.69 12.60 21.61
H 12.75 13.18 22.83
H 13.82 14.01 21.76
H 11.19 14.01 21.37
H 11.44 12.42 20.60
H 12.22 13.85 19.92
C 8.64 8.75 13.63
C 9.79 8.90 12.67
O 10.96 8.98 13.49
C 12.10 9.35 12.75
C 13.30 8.75 13.47
H 7.70 8.51 13.24
H 8.84 8.03 14.41
H 8.53 9.67 14.15
H 9.81 8.06 11.97
H 9.64 9.83 12.07
H 11.95 8.93 11.73
H 12.10 10.43 12.67
H 13.38 9.05 14.52
H 14.21 9.07 12.95
H 13.24 7.66 13.34
```

Löwdin atomic charge list, values in e, 99 entries: atom 1 (C): -0.142, atom 2 (C): -0.128, atom 3 (C): -0.198, atom 4 (O): -0.161, atom 5 (C): -0.202, atom 6 (H): 0.094, atom 7 (H): 0.081, atom 8 (H): 0.122, atom 9 (H): 0.104, atom 10 (H): 0.112, atom 11 (H): 0.111, atom 12 (H): 0.097, atom 13 (H): 0.108, atom 14 (C): -0.139, atom 15 (C): -0.139, atom 16 (C): -0.179, atom 17 (O): -0.164, atom 18 (C): -0.226, atom 19 (H): 0.100, atom 20 (H): 0.105, atom 21 (H): 0.099, atom 22 (H): 0.111, atom 23 (H): 0.122, atom 24 (H): 0.103, atom 25 (H): 0.128, atom 26 (H): 0.093, atom 27 (C): -0.170, atom 28 (C): -0.179, atom 29 (C): -0.157, atom 30 (O): -0.159, atom 31 (C): -0.203, atom 32 (H): 0.109, atom 33 (H): 0.115, atom 34 (H): 0.115, atom 35 (H): 0.109, atom 36 (H): 0.107, atom 37 (H): 0.087, atom 38 (H): 0.123, atom 39 (H): 0.104, atom 40 (C): -0.157, atom 41 (C): -0.142, atom 42 (C): -0.216, atom 43 (O): -0.135, atom 44 (C): -0.205, atom 45 (H): 0.119, atom 46 (H): 0.108, atom 47 (H): 0.075, atom 48 (H): 0.110, atom 49 (H): 0.114, atom 50 (H): 0.113, atom 51 (H): 0.093, atom 52 (H): 0.126, atom 53 (C): -0.154, atom 54 (C): -0.169, atom 55 (C): -0.245, atom 56 (O): -0.143, atom 57 (C): -0.186, atom 58 (H): 0.113, atom 59 (H): 0.082, atom 60 (H): 0.109, atom 61 (H): 0.120, atom 62 (H): 0.107, atom 63 (H): 0.136, atom 64 (H): 0.101, atom 65 (H): 0.129, atom 66 (C): -0.135, atom 67 (C): -0.166, atom 68 (C): -0.173, atom 69 (O): -0.185, atom 70 (C): -0.229, atom 71 (H): 0.116, atom 72 (H): 0.108, atom 73 (H): 0.109, atom 74 (H): 0.098, atom 75 (H): 0.098, atom 76 (H): 0.105, atom 77 (H): 0.114, atom 78 (H): 0.119, atom 79 (C): -0.142, atom 80 (C): -0.158, atom 81 (C): -0.205, atom 82 (O): -0.141, atom 83 (C): -0.176, atom 84 (H): 0.106, atom 85 (H): 0.069, atom 86 (H): 0.091, atom 87 (H): 0.106, atom 88 (H): 0.109, atom 89 (H): 0.108, atom 90 (H): 0.105, atom 91 (H): 0.100, atom 92 (C): -0.073, atom 93 (C): -0.306, atom 94 (O): -0.170, atom 95 (C): -0.253, atom 96 (C): -0.063, atom 97 (H): 0.066, atom 98 (H): 0.071, atom 99 (H): 0.070


# 2
This record from the OMol25 dataset describes C45H100AsF6N5 as an isolated structure in a non-equilibrium geometry. The level of theory is ωB97M-V/def2-TZVPD.

Values from the calculation:
total charge	+4
gap between HOMO and LUMO	11.1	eV
molar mass	900.24	g/mol

```
157
C45H100AsF6N5 (ωB97M-V/def2-TZVPD)
C -1.50 -3.26 0.79
C -2.68 -4.14 1.27
C -3.17 -5.12 0.21
C -4.20 -6.09 0.80
N -4.38 -7.37 0.04
C -3.16 -8.25 0.14
C -3.61 -9.70 -0.03
C -5.14 -9.65 0.25
C -5.40 -8.25 0.74
C -4.82 -7.13 -1.36
H -1.35 -2.43 1.47
H -1.80 -2.80 -0.15
H -0.60 -3.86 0.64
H -3.50 -3.43 1.42
H -2.40 -4.68 2.17
H -2.34 -5.65 -0.28
H -3.68 -4.57 -0.59
H -5.17 -5.60 0.81
H -3.93 -6.41 1.81
H -2.33 -7.96 -0.50
H -2.76 -8.09 1.14
H -3.36 -10.08 -1.02
H -3.09 -10.31 0.70
H -5.64 -9.91 -0.69
H -5.44 -10.42 0.96
H -6.43 -7.92 0.59
H -5.24 -8.09 1.80
H -4.95 -8.08 -1.87
H -4.04 -6.57 -1.87
H -5.75 -6.56 -1.33
C 2.12 6.14 -1.65
C 2.79 6.61 -0.36
C 2.37 5.76 0.82
C 3.18 6.06 2.09
N 3.23 4.96 3.11
C 4.15 5.46 4.24
C 5.41 4.58 4.24
C 5.39 3.93 2.84
C 3.90 3.72 2.61
C 1.85 4.71 3.66
H 2.63 5.23 -2.00
H 2.35 6.81 -2.48
H 1.04 6.01 -1.60
H 2.64 7.68 -0.19
H 3.87 6.48 -0.48
H 2.38 4.70 0.56
H 1.32 6.00 1.04
H 2.83 6.94 2.62
H 4.20 6.23 1.75
H 3.63 5.35 5.19
H 4.38 6.51 4.11
H 5.36 3.83 5.02
H 6.30 5.19 4.35
H 5.87 2.95 2.85
H 5.87 4.58 2.13
H 3.52 2.79 3.04
H 3.72 3.64 1.54
H 1.60 5.47 4.39
H 1.85 3.72 4.12
H 1.18 4.70 2.81
C -3.71 6.29 -1.81
C -2.70 5.91 -0.73
C -3.32 5.09 0.39
C -3.35 3.60 0.10
N -3.86 2.76 1.22
C -3.02 2.82 2.47
C -3.27 1.50 3.18
C -3.78 0.51 2.11
C -3.74 1.30 0.80
C -5.30 3.02 1.50
H -4.53 6.84 -1.36
H -4.02 5.42 -2.38
H -3.24 6.98 -2.52
H -2.39 6.86 -0.29
H -1.80 5.41 -1.10
H -4.31 5.46 0.69
H -2.77 5.28 1.32
H -2.30 3.31 0.00
H -3.89 3.33 -0.81
H -3.32 3.74 2.97
H -2.00 2.96 2.12
H -3.90 1.59 4.07
H -2.32 1.13 3.57
H -4.79 0.16 2.29
H -3.15 -0.38 2.02
H -4.55 1.16 0.10
H -2.74 1.20 0.37
H -5.71 2.22 2.11
H -5.84 3.08 0.56
H -5.40 3.95 2.05
C 7.48 0.04 2.24
C 6.06 -0.26 1.77
C 5.93 -1.59 1.04
C 4.50 -1.99 0.80
N 4.33 -3.21 -0.11
C 2.90 -3.46 -0.46
C 2.65 -4.97 -0.46
C 4.02 -5.58 -0.17
C 4.79 -4.48 0.55
C 5.06 -2.99 -1.39
H 8.21 -0.69 1.90
H 7.52 0.11 3.33
H 7.85 1.00 1.87
H 5.72 0.53 1.08
H 5.30 -0.18 2.56
H 6.40 -2.36 1.67
H 6.54 -1.58 0.14
H 3.91 -1.23 0.28
H 3.98 -2.21 1.73
H 2.56 -2.87 -1.33
H 2.21 -2.97 0.24
H 2.22 -5.30 -1.41
H 1.93 -5.17 0.33
H 4.54 -5.80 -1.10
H 3.94 -6.48 0.45
H 5.85 -4.63 0.31
H 4.70 -4.40 1.63
H 4.82 -1.99 -1.76
H 4.79 -3.75 -2.12
H 6.13 -3.03 -1.23
C 1.39 3.45 -4.09
C -0.06 3.58 -3.65
C -0.65 2.25 -3.16
C -0.81 1.21 -4.24
N -1.25 -0.14 -3.75
C -1.65 -1.02 -4.94
C -3.07 -1.49 -4.70
C -3.22 -1.42 -3.17
C -2.49 -0.10 -2.90
C -0.15 -0.83 -3.00
H 1.76 4.40 -4.45
H 1.50 2.68 -4.85
H 2.02 3.17 -3.23
H -0.64 3.98 -4.49
H -0.21 4.29 -2.84
H -1.61 2.41 -2.66
H -0.01 1.88 -2.35
H 0.14 1.01 -4.73
H -1.48 1.55 -5.03
H -0.98 -1.87 -4.91
H -1.51 -0.54 -5.90
H -3.25 -2.47 -5.12
H -3.84 -0.80 -5.07
H -2.77 -2.26 -2.63
H -4.23 -1.28 -2.82
H -2.24 0.11 -1.86
H -3.10 0.70 -3.31
H 0.65 -0.92 -3.73
H -0.48 -1.80 -2.65
H 0.13 -0.20 -2.16
As 0.74 0.75 0.93
F 1.86 1.19 -0.28
F 0.42 2.42 1.25
F -0.37 0.12 2.10
F 1.17 -0.91 0.61
F 1.93 0.79 2.18
F -0.58 0.79 -0.22
```

Löwdin atomic charge list, values in e, 99 entries: atom 1 (C): -0.089, atom 2 (C): -0.236, atom 3 (C): -0.196, atom 4 (C): -0.116, atom 5 (N): -0.281, atom 6 (C): -0.110, atom 7 (C): -0.114, atom 8 (C): -0.126, atom 9 (C): -0.099, atom 10 (C): 0.039, atom 11 (H): 0.062, atom 12 (H): 0.058, atom 13 (H): 0.065, atom 14 (H): 0.112, atom 15 (H): 0.118, atom 16 (H): 0.114, atom 17 (H): 0.112, atom 18 (H): 0.148, atom 19 (H): 0.133, atom 20 (H): 0.135, atom 21 (H): 0.139, atom 22 (H): 0.121, atom 23 (H): 0.125, atom 24 (H): 0.120, atom 25 (H): 0.133, atom 26 (H): 0.149, atom 27 (H): 0.143, atom 28 (H): 0.117, atom 29 (H): 0.106, atom 30 (H): 0.122, atom 31 (C): -0.101, atom 32 (C): -0.243, atom 33 (C): -0.200, atom 34 (C): -0.111, atom 35 (N): -0.248, atom 36 (C): -0.072, atom 37 (C): -0.118, atom 38 (C): -0.130, atom 39 (C): -0.110, atom 40 (C): 0.039, atom 41 (H): 0.068, atom 42 (H): 0.088, atom 43 (H): 0.061, atom 44 (H): 0.124, atom 45 (H): 0.118, atom 46 (H): 0.105, atom 47 (H): 0.117, atom 48 (H): 0.148, atom 49 (H): 0.138, atom 50 (H): 0.130, atom 51 (H): 0.135, atom 52 (H): 0.123, atom 53 (H): 0.126, atom 54 (H): 0.112, atom 55 (H): 0.122, atom 56 (H): 0.129, atom 57 (H): 0.123, atom 58 (H): 0.113, atom 59 (H): 0.113, atom 60 (H): 0.085, atom 61 (C): -0.088, atom 62 (C): -0.248, atom 63 (C): -0.187, atom 64 (C): -0.131, atom 65 (N): -0.285, atom 66 (C): -0.083, atom 67 (C): -0.115, atom 68 (C): -0.128, atom 69 (C): -0.100, atom 70 (C): 0.046, atom 71 (H): 0.086, atom 72 (H): 0.070, atom 73 (H): 0.082, atom 74 (H): 0.117, atom 75 (H): 0.093, atom 76 (H): 0.121, atom 77 (H): 0.116, atom 78 (H): 0.124, atom 79 (H): 0.140, atom 80 (H): 0.138, atom 81 (H): 0.123, atom 82 (H): 0.127, atom 83 (H): 0.111, atom 84 (H): 0.115, atom 85 (H): 0.101, atom 86 (H): 0.137, atom 87 (H): 0.099, atom 88 (H): 0.113, atom 89 (H): 0.122, atom 90 (H): 0.116, atom 91 (C): -0.087, atom 92 (C): -0.259, atom 93 (C): -0.198, atom 94 (C): -0.113, atom 95 (N): -0.257, atom 96 (C): -0.130, atom 97 (C): -0.131, atom 98 (C): -0.126, atom 99 (C): -0.081